The following is a quantum chemistry calculation of a cluster of 8 separate species, C30H64O12 in total, from the Open Molecules 2025 dataset.

Values from the calculation:
LUMO energy   0.020 hartree
HOMO-LUMO gap   9.60 eV
ΔE to the lowest compared entry with this formula, charge and spin   0.000 eV
HOMO   -9.057 eV

Each line ends with the Löwdin charge.
CARTESIAN COORDINATES (ANGSTROEM)
C  1.366  -4.433  -5.620  -0.078
O  0.198  -3.601  -5.314  -0.181
C  -0.222  -3.725  -3.983  -0.243
C  0.510  -3.003  -2.907  -0.205
O  0.250  -1.614  -2.845  -0.146
C  1.188  -0.827  -3.597  -0.188
C  1.006  0.602  -3.374  -0.220
O  -0.107  1.025  -4.154  -0.166
C  -0.445  2.338  -3.763  -0.113
H  2.270  -3.893  -5.319  0.074
H  1.368  -4.523  -6.728  0.091
H  1.380  -5.444  -5.181  0.087
H  -0.310  -4.801  -3.689  0.131
H  -1.258  -3.364  -3.976  0.131
H  1.597  -3.180  -3.052  0.128
H  0.087  -3.468  -1.992  0.116
H  1.109  -1.083  -4.649  0.133
H  2.243  -1.089  -3.236  0.129
H  1.911  1.089  -3.729  0.115
H  0.906  0.868  -2.292  0.138
H  -1.398  2.651  -4.295  0.109
H  0.384  2.998  -4.033  0.082
H  -0.710  2.401  -2.730  0.052
C  -3.242  -0.298  -2.951  -0.021
O  -3.688  -0.684  -1.581  -0.194
C  -2.703  -0.757  -0.604  -0.252
C  -2.780  -2.137  -0.037  -0.185
O  -2.392  -3.063  -1.073  -0.151
C  -2.602  -4.460  -0.792  -0.137
C  -1.438  -5.026  0.098  -0.187
O  -0.464  -5.609  -0.750  -0.206
C  0.450  -6.387  -0.021  -0.121
H  -4.061  0.186  -3.434  0.064
H  -2.931  -1.140  -3.602  0.093
H  -2.463  0.479  -2.799  0.079
H  -2.814  0.080  0.108  0.124
H  -1.741  -0.610  -1.153  0.108
H  -3.810  -2.427  0.300  0.136
H  -2.109  -2.152  0.897  0.133
H  -2.394  -5.013  -1.678  0.108
H  -3.566  -4.685  -0.377  0.114
H  -1.856  -5.751  0.823  0.131
H  -1.015  -4.139  0.540  0.104
H  -0.014  -7.329  0.372  0.098
H  0.907  -5.823  0.768  0.080
H  1.206  -6.831  -0.675  0.087
C  0.978  3.650  0.224  -0.019
C  -0.016  2.660  0.675  -0.549
O  -0.641  2.010  -0.081  0.067
C  -0.225  2.670  2.200  -0.006
H  1.530  3.250  -0.638  0.062
H  1.686  3.895  1.020  0.089
H  0.489  4.612  -0.120  0.114
H  -1.041  2.043  2.465  0.069
H  -0.403  3.668  2.589  0.075
H  0.726  2.315  2.569  0.045
C  3.625  1.392  6.416  -0.022
C  2.865  0.450  5.443  -0.502
O  3.049  -0.744  5.513  0.059
C  1.837  0.994  4.547  -0.039
H  2.858  1.988  6.958  0.083
H  4.317  2.085  5.842  0.098
H  4.138  0.757  7.127  0.066
H  1.469  0.311  3.804  0.079
H  2.019  2.034  4.182  0.095
H  0.954  1.176  5.129  0.075
C  4.274  2.449  -1.874  -0.018
C  3.849  3.410  -2.972  -0.520
O  2.745  3.904  -2.911  0.049
C  4.800  3.838  -4.037  -0.031
H  3.747  1.525  -2.225  0.079
H  3.861  2.776  -0.918  0.072
H  5.407  2.325  -1.785  0.106
H  5.569  3.051  -4.246  0.089
H  5.308  4.775  -3.699  0.106
H  4.344  4.025  -5.003  0.077
C  -4.040  -0.020  5.422  -0.022
C  -2.654  -0.081  5.939  -0.532
O  -1.647  0.023  5.265  0.062
C  -2.526  -0.156  7.404  -0.032
H  -3.982  -0.394  4.349  0.111
H  -4.464  1.009  5.432  0.106
H  -4.630  -0.653  6.002  0.052
H  -3.026  0.687  7.890  0.095
H  -1.485  -0.133  7.614  0.070
H  -3.005  -1.040  7.879  0.102
C  -2.749  4.642  -0.378  -0.034
C  -2.522  4.725  1.140  -0.510
O  -1.597  5.326  1.619  0.061
C  -3.546  3.917  1.896  -0.025
H  -2.143  5.460  -0.838  0.086
H  -3.806  4.967  -0.668  0.096
H  -2.610  3.620  -0.859  0.094
H  -3.287  2.894  1.644  0.076
H  -4.589  3.996  1.645  0.074
H  -3.476  4.097  2.993  0.097
C  0.768  -0.968  0.436  -0.006
C  2.073  -0.287  0.268  -0.500
O  2.331  0.805  0.685  0.079
C  3.145  -1.018  -0.463  -0.007
H  0.067  -0.380  1.036  0.080
H  0.896  -1.893  0.970  0.085
H  0.221  -1.194  -0.528  0.088
H  3.616  -1.696  0.189  0.074
H  3.986  -0.346  -0.778  0.094
H  2.763  -1.549  -1.319  0.054

The following is a quantum chemistry calculation of a cluster of 2 separate species, CH3NO2P in total, from the Open Molecules 2025 dataset.

Values from the calculation:
Charge   -1
LUMO energy   0.171 hartree
HOMO-LUMO gap   8.80 eV
ΔE to the lowest compared entry with this formula, charge and spin   0.628 eV
HOMO   -4.147 eV

Each line ends with the Löwdin charge.
CARTESIAN COORDINATES (ANGSTROEM)
C  -1.400  -0.851  0.560  -0.177
N  -1.109  0.052  -0.292  -0.107
O  1.188  1.464  0.110  -0.614
O  1.838  -0.863  -0.564  -0.602
P  2.020  0.236  0.459  0.448
H  -0.377  -0.995  1.001  -0.063
H  -0.181  0.626  -0.392  0.025
H  -1.979  0.332  -0.882  0.090

The following is a quantum chemistry calculation of a structure of composition C28H48BrN3P2STc, from the Open Molecules 2025 dataset.

Values from the calculation:
Charge   +4
LUMO energy (spin up / spin down)   -0.504 / -0.567 hartree
HOMO-LUMO gap (spin up / spin down)   5.95 / 4.17 eV
HOMO (spin up / spin down)   -19.658 / -19.612 eV
Spin multiplicity   4

Each line ends with the Mulliken spin population.
CARTESIAN COORDINATES (ANGSTROEM)
N  -5.466  -0.492  3.052  0.080
C  -4.476  0.169  3.649  -0.021
C  -3.453  0.789  2.940  0.045
C  -3.499  0.777  1.528  0.011
C  -4.554  0.062  0.905  0.060
C  -5.520  -0.545  1.720  -0.026
C  -2.527  1.485  0.741  0.143
Tc  -0.274  0.247  -0.104  1.814
P  1.696  0.797  -1.074  0.105
C  -2.298  1.198  -0.646  -0.021
C  -1.853  2.327  -1.505  0.180
C  -2.117  2.264  -2.888  0.051
C  -1.402  3.092  -3.739  0.061
C  -0.431  3.905  -3.152  0.213
C  -0.397  4.218  -1.799  0.105
C  -1.118  3.382  -0.947  0.015
Br  1.086  4.458  -4.237  0.224
H  -2.026  2.322  1.224  -0.009
H  -2.966  0.501  -1.165  -0.029
H  -2.656  1.307  3.468  0.000
H  -4.663  0.015  -0.182  0.003
H  -4.491  0.212  4.742  0.000
H  -6.352  -1.079  1.241  0.000
H  -2.844  1.541  -3.275  -0.001
H  -1.057  3.541  0.123  -0.005
H  -1.543  3.085  -4.816  0.002
H  0.193  5.045  -1.431  0.003
P  -0.747  -1.914  -0.400  -0.199
C  2.273  2.348  -0.308  -0.011
C  2.979  3.319  -1.246  0.002
H  2.933  2.069  0.529  -0.001
H  1.391  2.832  0.145  -0.002
H  3.298  4.202  -0.674  0.000
H  3.874  2.887  -1.711  -0.001
H  2.317  3.680  -2.045  0.003
C  1.280  1.092  -2.829  -0.027
C  2.431  1.115  -3.830  -0.001
H  0.757  2.053  -2.849  0.005
H  0.529  0.349  -3.138  -0.013
H  2.024  1.370  -4.818  -0.002
H  3.182  1.876  -3.583  0.000
H  2.915  0.134  -3.903  0.001
C  3.027  -0.427  -1.045  0.025
C  4.423  0.134  -1.286  0.019
H  2.779  -1.197  -1.790  0.012
H  2.978  -0.925  -0.065  -0.012
H  5.143  -0.692  -1.211  0.003
H  4.524  0.573  -2.286  0.000
H  4.698  0.888  -0.538  -0.002
C  0.144  -3.279  0.458  -0.002
C  1.654  -3.308  0.281  0.027
H  -0.293  -4.220  0.088  -0.005
H  -0.116  -3.212  1.524  0.006
H  2.039  -4.281  0.611  0.001
H  1.961  -3.168  -0.762  -0.006
H  2.148  -2.545  0.895  -0.001
C  -0.562  -2.394  -2.170  0.023
C  -1.525  -1.681  -3.117  0.015
H  -0.709  -3.484  -2.217  0.003
H  0.486  -2.196  -2.444  -0.011
H  -1.253  -1.926  -4.152  0.000
H  -2.562  -2.002  -2.958  0.001
H  -1.486  -0.588  -3.013  -0.003
C  -2.484  -2.462  -0.056  0.041
C  -2.786  -2.846  1.393  0.005
H  -2.688  -3.318  -0.719  -0.002
H  -3.158  -1.654  -0.377  -0.014
H  -3.857  -3.062  1.496  0.002
H  -2.241  -3.742  1.714  -0.001
H  -2.554  -2.029  2.090  0.001
C  3.396  -1.140  3.340  0.002
N  2.235  -0.462  2.772  0.029
C  0.975  -0.643  3.165  0.050
S  -0.330  0.069  2.232  0.018
N  0.675  -1.330  4.297  -0.004
C  1.327  -1.071  5.594  0.002
H  3.083  -2.020  3.909  0.000
H  3.955  -0.459  3.998  0.001
H  4.056  -1.462  2.526  0.000
H  2.348  0.120  1.945  0.018
H  -0.313  -1.563  4.374  0.002
H  0.601  -0.601  6.270  0.000
H  1.639  -2.021  6.041  0.000
H  2.193  -0.414  5.481  0.000

The following is a quantum chemistry calculation of a structure of composition C22H45Cl28IInS, from the Open Molecules 2025 dataset.

Values from the calculation:
Charge   -1
LUMO energy   0.058 hartree
HOMO-LUMO gap   6.04 eV
HOMO   -4.463 eV

Each line ends with the Löwdin charge.
CARTESIAN COORDINATES (ANGSTROEM)
C  -0.727  2.432  -1.510  -0.199
C  -1.625  1.200  -1.521  -0.601
S  -2.387  0.782  0.073  0.685
C  -1.007  0.584  1.223  -0.635
In  0.338  -1.134  0.731  0.580
C  -0.773  -3.047  1.040  -0.283
C  0.102  -4.188  1.600  -0.423
C  -0.492  -4.755  2.879  -0.635
I  0.861  -6.153  3.827  0.720
C  1.959  -1.184  2.325  -0.779
Cl  2.300  0.496  2.931  0.475
C  3.221  -1.890  1.910  -0.792
C  4.082  -1.202  0.867  -0.172
Cl  4.336  -2.184  3.384  0.488
H  -0.393  2.629  -2.531  0.023
H  0.176  2.306  -0.909  0.037
H  -1.280  3.316  -1.178  0.064
H  -2.471  1.398  -2.181  0.029
H  -1.105  0.308  -1.885  -0.019
H  -0.470  1.515  1.422  -0.022
H  -1.507  0.306  2.159  -0.016
H  0.994  -1.055  -0.914  -0.064
H  -1.632  -2.849  1.693  0.030
H  -1.180  -3.339  0.065  0.011
H  1.120  -3.854  1.835  0.040
H  0.218  -5.009  0.882  0.086
H  -1.413  -5.313  2.715  0.006
H  -0.678  -3.989  3.633  0.043
H  1.551  -1.710  3.193  0.029
H  2.967  -2.903  1.593  0.074
H  4.453  -0.250  1.248  0.053
H  4.949  -1.826  0.635  0.066
H  3.498  -1.035  -0.043  0.053
C  -0.408  1.527  -6.099  -1.020
Cl  -1.316  2.936  -5.528  0.499
Cl  0.357  0.643  -4.778  0.540
H  -1.101  0.864  -6.605  0.026
H  0.359  1.875  -6.780  -0.012
C  -5.909  1.401  -1.391  -1.018
Cl  -7.589  0.972  -0.994  0.500
Cl  -5.032  0.067  -2.124  0.533
H  -5.931  2.230  -2.087  0.025
H  -5.397  1.674  -0.474  0.009
C  2.395  -9.070  1.102  -1.031
Cl  1.012  -8.453  0.191  0.483
Cl  2.557  -10.831  0.927  0.466
H  3.294  -8.604  0.719  0.030
H  2.253  -8.832  2.149  -0.038
C  2.895  4.662  -0.517  -1.022
Cl  1.360  5.177  -1.224  0.508
Cl  3.247  2.983  -0.910  0.543
H  3.683  5.282  -0.924  -0.011
H  2.834  4.769  0.561  0.025
C  4.192  -9.343  5.482  -1.009
Cl  3.553  -7.711  5.302  0.450
Cl  3.752  -10.338  4.087  0.512
H  5.273  -9.288  5.544  0.024
H  3.771  -9.793  6.372  0.024
C  3.281  9.216  -0.144  -0.998
Cl  1.746  8.356  -0.022  0.509
Cl  4.558  8.189  -0.814  0.527
H  3.143  10.059  -0.811  0.012
H  3.591  9.546  0.841  0.025
C  -1.075  7.380  2.999  -1.035
Cl  -2.679  6.642  3.089  0.506
Cl  0.132  6.288  2.318  0.496
H  -1.139  8.257  2.366  0.018
H  -0.767  7.650  4.003  0.021
C  -10.570  1.910  0.952  -1.054
Cl  -11.808  3.176  0.975  0.491
Cl  -11.066  0.481  1.866  0.499
H  -10.397  1.618  -0.076  -0.005
H  -9.664  2.305  1.395  0.020
C  -0.349  -3.289  -3.951  -1.017
Cl  -1.286  -1.971  -3.250  0.522
Cl  0.478  -4.257  -2.724  0.514
H  -1.022  -3.938  -4.499  0.020
H  0.398  -2.861  -4.611  0.016
C  -1.172  4.573  -9.240  -1.023
Cl  -2.365  3.283  -9.430  0.498
Cl  0.447  3.941  -8.923  0.513
H  -1.141  5.149  -10.156  0.021
H  -1.465  5.190  -8.399  0.022
C  -3.761  -7.517  1.707  -1.028
Cl  -2.167  -8.003  1.121  0.490
Cl  -4.192  -5.876  1.209  0.514
H  -4.499  -8.199  1.304  0.018
H  -3.750  -7.553  2.790  0.023
C  4.761  -0.722  6.802  -1.036
Cl  3.606  -0.503  8.125  0.486
Cl  6.426  -0.848  7.396  0.478
H  4.512  -1.631  6.269  -0.012
H  4.694  0.132  6.140  0.023
C  2.567  8.031  -3.871  -1.045
Cl  1.194  7.555  -4.875  0.508
Cl  2.967  9.750  -4.067  0.489
H  2.315  7.848  -2.833  -0.042
H  3.429  7.446  -4.167  0.028

Results for total energy: -56712.353; -15960.275; -135896.598; -398282.768 (in eV, following the order of the records).